Record 1
Molecular formula: C2H4N2O
Method: DFT, ωB97M-V with the def2-TZVPD basis set

The geometry in ORCA input format:
```
! wB97M-V def2-TZVPD RIJCOSX def2/J DEFGRID3
* xyz 0 1
N -0.76 1.36 1.17
C -1.35 0.49 0.60
N 0.13 -0.98 -0.11
C 1.01 -0.44 -1.02
O 2.21 -0.60 -1.03
H -1.35 2.11 1.53
H -0.99 -0.71 -0.06
H 0.60 -1.39 0.70
H 0.50 0.16 -1.79
*
```

Output
LUMO = 0.420 eV
HOMO level = -9.70 eV
Kohn-Sham gap = 10.12 eV
E_tot = -263.26038 Eh
Energy above the lowest of the compared OMol25 structures with the same formula, charge and spin = 64.57 kcal/mol

=====

Record 2
Molecular formula: C8H8ClNO2
Method: DFT, ωB97M-V with the def2-TZVPD basis set

The geometry in ORCA input format:
```
! wB97M-V def2-TZVPD RIJCOSX def2/J DEFGRID3
* xyz 0 1
C -3.49 -0.86 -0.39
C -2.76 -0.39 -1.48
C -2.81 -1.12 0.80
C -1.47 -0.04 -1.29
C -1.48 -0.84 1.08
C -0.81 -0.13 0.09
C 3.39 1.61 0.83
C 3.34 0.43 -0.06
N 2.21 -0.18 -0.38
O 1.84 -1.20 -0.93
O 0.37 0.38 0.29
Cl 4.75 -0.41 -0.51
H -4.51 -1.09 -0.44
H -3.22 -0.30 -2.43
H -3.41 -1.58 1.59
H -1.09 0.52 -2.11
H -1.03 -0.57 2.01
H 2.39 2.00 0.92
H 3.76 1.49 1.96
H 4.03 2.28 0.44
*
```

Output
LUMO (alpha / beta) = -2.327 / -2.326 eV
HOMO level (alpha / beta) = -7.82 / -7.82 eV
Kohn-Sham gap (alpha / beta) = 5.49 / 5.49 eV
E_tot = -974.82999 Eh
Energy above the lowest of the compared OMol25 structures with the same formula, charge and spin = 156.01 kcal/mol

=====

Record 3
Molecular formula: C3H5NO3
Method: DFT, ωB97M-V with the def2-TZVPD basis set

The geometry in ORCA input format:
```
! wB97M-V def2-TZVPD RIJCOSX def2/J DEFGRID3
* xyz 0 1
C -0.22 0.04 -0.24
C -0.68 -1.01 0.49
C 1.03 0.63 -0.85
N -1.50 0.22 -0.62
O -1.99 -0.79 0.24
O -0.08 -1.87 1.30
O 1.58 1.67 0.03
H 1.81 -0.18 -0.80
H 0.93 1.11 -1.90
H -1.92 1.16 -0.62
H -0.50 -2.39 2.03
H 1.55 1.41 0.94
*
```

Output
LUMO = 0.455 eV
HOMO level = -7.66 eV
Kohn-Sham gap = 8.12 eV
E_tot = -397.61965 Eh
Energy above the lowest of the compared OMol25 structures with the same formula, charge and spin = 136.20 kcal/mol

=====

Record 4
Molecular formula: C76H202BClFeN14O34
Method: DFT, ωB97M-V with the def2-TZVPD basis set

The geometry in ORCA input format:
```
! wB97M-V def2-TZVPD RIJCOSX def2/J DEFGRID3
* xyz 1 6
Fe 1.60 -0.01 5.63
Cl -2.44 -2.85 5.79
O -3.33 -2.11 6.66
O -1.49 -3.52 6.56
O -3.33 -3.66 5.03
O -1.69 -2.01 4.89
O 0.52 0.41 -2.80
C 0.10 0.12 -1.68
O 0.27 0.76 -0.54
B -0.44 0.06 0.56
O -1.08 -1.10 -0.07
C -0.75 -1.17 -1.34
O -1.09 -2.11 -2.13
O 0.47 -0.45 1.57
C 0.14 0.09 2.69
O 0.74 -0.10 3.79
C -1.10 1.04 2.46
O -1.36 0.99 1.19
O -1.55 1.83 3.31
C 4.68 1.51 7.99
C 3.71 1.42 6.87
C 4.31 0.88 5.55
O 3.25 0.50 4.62
C 3.71 0.65 3.31
N 2.67 0.52 7.27
H 4.28 2.00 8.87
H 5.57 2.05 7.66
H 5.09 0.55 8.31
H 3.35 2.44 6.70
H 4.95 0.02 5.74
H 4.99 1.62 5.13
H 4.61 0.05 3.16
H 3.79 1.67 2.95
H 3.00 0.14 2.65
H 2.32 1.09 8.03
H 3.16 -0.10 7.90
C 5.63 -3.13 1.96
C 4.34 -2.68 2.73
C 3.11 -3.55 2.49
O 1.92 -2.85 2.92
C 0.74 -3.61 2.49
N 4.70 -2.58 4.13
H 5.51 -3.58 0.98
H 6.16 -3.93 2.49
H 6.37 -2.34 1.92
H 4.02 -1.73 2.30
H 3.28 -4.49 3.00
H 3.06 -3.75 1.42
H 0.70 -4.69 2.65
H 0.49 -3.45 1.44
H -0.12 -3.21 3.03
H 5.58 -2.08 4.15
H 4.87 -3.48 4.54
C 5.60 -6.43 -2.69
C 4.30 -5.72 -2.85
C 3.99 -4.81 -1.69
O 3.87 -5.49 -0.44
C 2.59 -6.02 -0.26
N 4.33 -4.98 -4.09
H 5.55 -6.95 -1.73
H 6.48 -5.78 -2.73
H 5.90 -7.17 -3.43
H 3.60 -6.55 -2.99
H 3.16 -4.13 -1.89
H 4.83 -4.13 -1.56
H 2.12 -6.48 -1.12
H 2.01 -5.17 0.11
H 2.61 -6.65 0.64
H 3.45 -4.57 -4.40
H 4.46 -5.65 -4.84
C -4.97 -8.65 -1.63
C -4.93 -7.51 -2.65
C -6.01 -6.58 -2.34
O -7.21 -7.07 -2.88
C -8.32 -6.13 -2.92
N -3.65 -6.87 -2.53
H -5.00 -8.24 -0.62
H -4.12 -9.32 -1.71
H -5.92 -9.16 -1.77
H -5.08 -7.84 -3.67
H -5.86 -5.62 -2.83
H -6.12 -6.34 -1.28
H -8.64 -5.92 -1.90
H -9.17 -6.69 -3.30
H -8.24 -5.18 -3.44
H -3.48 -6.68 -1.56
H -3.65 -5.94 -2.92
C -5.18 -2.80 0.40
C -4.52 -2.61 1.73
C -5.22 -1.64 2.74
O -5.70 -0.46 2.13
C -4.67 0.27 1.46
N -4.43 -3.96 2.26
H -5.27 -1.85 -0.13
H -6.20 -3.19 0.51
H -4.69 -3.51 -0.27
H -3.48 -2.33 1.58
H -4.58 -1.44 3.60
H -6.12 -2.11 3.16
H -4.04 -0.36 0.83
H -3.98 0.88 2.06
H -5.07 0.98 0.74
H -4.13 -3.77 3.21
H -5.37 -4.31 2.38
C -4.36 -4.69 -6.62
C -3.27 -3.72 -6.12
C -2.67 -4.11 -4.74
O -3.67 -4.39 -3.82
C -4.23 -3.18 -3.35
N -2.20 -3.74 -7.07
H -4.01 -5.62 -7.07
H -4.86 -4.19 -7.46
H -5.05 -4.89 -5.80
H -3.61 -2.69 -6.18
H -1.93 -3.36 -4.45
H -2.02 -4.98 -4.87
H -5.06 -3.37 -2.66
H -4.62 -2.60 -4.18
H -3.56 -2.48 -2.85
H -1.61 -2.94 -6.91
H -1.58 -4.54 -7.03
C 2.02 3.35 -8.89
C 1.32 2.32 -8.04
C 1.18 0.98 -8.78
O 2.49 0.38 -9.10
C 2.41 -0.88 -9.85
N 2.13 2.13 -6.86
H 2.16 4.29 -8.36
H 1.41 3.60 -9.77
H 2.96 3.01 -9.32
H 0.37 2.73 -7.72
H 0.75 1.11 -9.77
H 0.58 0.26 -8.21
H 3.40 -1.32 -9.98
H 1.98 -0.76 -10.84
H 1.80 -1.65 -9.38
H 1.72 1.45 -6.24
H 3.02 1.75 -7.16
C -4.02 5.15 4.78
C -3.11 6.40 4.53
C -1.76 6.00 4.02
O -1.04 5.10 4.92
C -0.84 5.61 6.23
N -3.89 7.28 3.65
H -3.87 4.64 5.73
H -3.81 4.43 3.99
H -5.09 5.30 4.75
H -2.97 6.94 5.47
H -1.17 6.88 3.77
H -1.89 5.43 3.10
H -0.11 5.09 6.84
H -1.82 5.68 6.70
H -0.37 6.59 6.26
H -4.24 6.76 2.85
H -4.74 7.38 4.19
C 4.07 5.38 0.98
C 3.95 3.87 0.80
C 2.57 3.45 0.32
O 1.74 3.72 1.47
C 0.48 4.22 1.26
N 4.97 3.41 -0.15
H 4.04 6.03 0.11
H 5.01 5.63 1.49
H 3.27 5.66 1.66
H 4.15 3.44 1.78
H 2.35 2.41 0.08
H 2.20 4.15 -0.43
H -0.14 3.45 0.79
H 0.45 5.13 0.66
H -0.01 4.53 2.17
H 5.89 3.51 0.27
H 5.12 4.12 -0.86
C 3.51 -1.29 -4.51
C 2.22 -1.56 -5.24
C 1.28 -2.62 -4.62
O 1.79 -3.95 -4.71
C 1.08 -4.95 -3.94
N 1.56 -0.31 -5.39
H 4.20 -2.13 -4.50
H 3.34 -1.12 -3.45
H 4.01 -0.43 -4.97
H 2.44 -1.91 -6.25
H 0.36 -2.69 -5.21
H 1.06 -2.37 -3.58
H 0.01 -4.90 -4.11
H 1.32 -4.65 -2.92
H 1.59 -5.90 -4.12
H 0.78 -0.53 -5.99
H 1.11 -0.04 -4.52
C 1.61 -4.19 5.84
C 1.99 -2.79 6.45
C 3.31 -2.97 7.20
O 3.74 -1.84 7.90
C 4.53 -2.15 9.01
N 2.18 -1.89 5.34
H 0.79 -4.20 5.11
H 1.26 -4.87 6.62
H 2.40 -4.71 5.30
H 1.22 -2.55 7.18
H 4.12 -3.20 6.50
H 3.20 -3.83 7.86
H 4.83 -1.22 9.50
H 5.36 -2.77 8.68
H 3.98 -2.69 9.79
H 1.80 -2.44 4.58
H 3.15 -2.15 5.21
C 5.35 2.04 -3.72
C 6.79 2.62 -4.01
C 7.56 1.75 -5.01
O 8.87 2.21 -5.22
C 9.59 1.46 -6.19
N 6.63 4.00 -4.43
H 5.45 1.00 -3.40
H 4.68 2.08 -4.58
H 4.84 2.61 -2.95
H 7.29 2.59 -3.04
H 7.04 1.67 -5.97
H 7.73 0.76 -4.59
H 10.58 1.85 -6.39
H 9.08 1.44 -7.16
H 9.77 0.43 -5.86
H 7.55 4.36 -4.65
H 6.11 4.21 -5.28
C -4.74 1.60 4.90
C -5.73 1.26 6.02
C -6.15 2.50 6.86
O -5.01 3.06 7.55
C -5.32 4.26 8.23
N -6.91 0.57 5.50
H -5.14 2.33 4.19
H -4.59 0.66 4.37
H -3.77 1.96 5.23
H -5.16 0.56 6.62
H -6.95 2.28 7.56
H -6.60 3.33 6.31
H -6.15 4.15 8.93
H -5.44 5.07 7.51
H -4.44 4.43 8.85
H -6.66 -0.29 5.04
H -7.49 0.31 6.29
C -1.99 1.14 7.47
C -0.86 0.96 6.46
C -0.03 2.21 6.21
O 1.12 1.94 5.33
C 1.45 3.13 4.50
N -0.06 -0.21 6.78
H -2.70 0.32 7.42
H -2.56 2.06 7.37
H -1.57 1.18 8.48
H -1.32 0.69 5.51
H 0.42 2.61 7.11
H -0.68 3.00 5.83
H 2.35 2.92 3.90
H 1.68 4.02 5.07
H 0.66 3.40 3.79
H -0.79 -0.89 6.60
H -0.07 -0.17 7.78
C 1.75 3.10 -3.82
C 2.29 4.48 -4.16
O 2.20 4.65 -5.54
H 1.91 2.92 -2.76
H 2.26 2.26 -4.29
H 0.68 3.01 -4.04
H 3.34 4.53 -3.90
H 1.70 5.20 -3.59
H 2.28 3.78 -5.93
C -0.98 -5.49 -0.53
C -2.24 -4.81 0.00
O -3.02 -5.91 0.44
H -0.38 -4.68 -0.94
H -1.18 -6.19 -1.34
H -0.47 -6.02 0.27
H -2.81 -4.15 -0.65
H -1.95 -4.21 0.87
H -3.65 -5.54 1.06
C -1.70 1.65 -5.97
C -1.88 0.12 -5.67
O -1.35 -0.68 -6.75
H -2.32 2.28 -5.33
H -2.00 1.80 -7.01
H -0.62 1.77 -5.93
H -2.95 -0.11 -5.65
H -1.49 -0.21 -4.71
H -1.92 -0.48 -7.50
C -3.26 1.30 -1.88
C -2.47 2.52 -1.29
O -2.73 3.65 -2.08
H -3.00 0.49 -1.21
H -3.01 1.08 -2.92
H -4.34 1.48 -1.85
H -1.39 2.41 -1.23
H -2.82 2.73 -0.28
H -2.44 4.36 -1.50
C -0.56 5.75 -6.65
C -1.69 4.98 -5.96
O -2.61 6.00 -5.64
H -0.93 6.56 -7.28
H 0.01 5.09 -7.31
H 0.15 6.15 -5.92
H -1.44 4.41 -5.07
H -2.17 4.36 -6.71
H -3.29 5.62 -5.08
C -0.80 6.18 -1.83
C -1.81 6.60 -0.79
O -2.38 5.47 -0.20
H -1.21 5.63 -2.68
H 0.00 5.56 -1.42
H -0.31 7.04 -2.27
H -2.56 7.27 -1.22
H -1.39 7.22 0.01
H -3.17 5.64 0.32
C 3.32 -1.26 -0.43
C 3.87 0.09 -0.90
O 4.42 0.79 0.21
H 4.18 -1.87 -0.14
H 2.84 -1.67 -1.32
H 2.58 -1.16 0.36
H 3.09 0.64 -1.44
H 4.72 -0.01 -1.57
H 4.53 1.71 -0.04
C -5.38 3.97 1.68
C -5.40 4.96 0.52
O -4.93 6.18 0.90
H -4.45 3.41 1.74
H -6.23 3.30 1.55
H -5.55 4.61 2.55
H -6.45 5.13 0.27
H -5.01 4.59 -0.42
H -5.53 6.82 0.52
*
```

Output
LUMO (alpha / beta) = -3.039 / -5.712 eV
HOMO level (alpha / beta) = -9.24 / -9.24 eV
Kohn-Sham gap (alpha / beta) = 6.20 / 3.52 eV
E_tot = -8089.65796 Eh

=====

Record 5
Molecular formula: C33H30AuN4OP
Method: DFT, ωB97M-V with the def2-TZVPD basis set

The geometry in ORCA input format:
```
! wB97M-V def2-TZVPD RIJCOSX def2/J DEFGRID3
* xyz 2 1
Au 1.13 -0.05 0.06
C 0.22 1.10 5.85
C 1.35 0.78 5.11
C 1.31 0.87 3.73
C 0.13 1.27 3.09
C -1.00 1.59 3.84
C -0.95 1.51 5.22
P 0.13 1.51 1.32
C -1.57 1.48 0.71
C -2.03 2.45 -0.17
C -3.32 2.37 -0.66
C -4.15 1.32 -0.28
C -3.69 0.35 0.59
C -2.40 0.42 1.09
C 0.89 3.04 0.84
C 0.89 4.24 1.49
C 1.39 5.37 0.82
C 1.85 5.28 -0.47
C 1.88 4.04 -1.16
C 2.38 3.88 -2.47
C 2.43 2.64 -3.04
C 2.00 1.49 -2.33
C 1.51 1.61 -1.06
C 1.42 2.89 -0.47
H 0.25 1.03 6.93
H 2.26 0.47 5.60
H 2.21 0.67 3.15
H -1.91 1.91 3.35
H -1.82 1.76 5.81
H -1.39 3.27 -0.47
H -3.69 3.14 -1.33
H -5.17 1.28 -0.66
H -4.34 -0.46 0.90
H -2.05 -0.34 1.78
H 0.50 4.33 2.50
H 1.41 6.32 1.33
H 2.22 6.16 -0.98
H 2.73 4.75 -3.01
H 2.82 2.52 -4.04
H 2.10 0.52 -2.81
N 0.94 -1.79 1.39
C 0.12 -2.94 0.98
C -1.02 -2.73 0.24
C -1.81 -3.82 -0.12
C -1.44 -5.10 0.26
C -0.29 -5.30 1.01
C 0.50 -4.22 1.38
H 0.65 -1.50 2.32
H 1.91 -2.10 1.47
H -1.30 -1.73 -0.07
H -2.71 -3.66 -0.70
H -2.06 -5.95 -0.01
H 0.00 -6.30 1.31
H 1.39 -4.37 1.97
C 2.74 -3.41 -3.03
N 1.42 -2.77 -3.10
C 0.52 -3.08 -4.07
C -0.69 -2.48 -4.14
C -0.99 -1.52 -3.13
N -0.11 -1.24 -2.17
C 1.09 -1.84 -2.17
O 1.95 -1.55 -1.27
N -2.16 -0.88 -3.09
H 2.82 -4.12 -3.85
H 2.85 -3.93 -2.08
H 3.52 -2.66 -3.12
H 0.83 -3.83 -4.78
H -1.39 -2.73 -4.92
H -2.86 -1.03 -3.81
H -2.33 -0.18 -2.39
*
```

Output
LUMO = -6.030 eV
HOMO level = -13.60 eV
Kohn-Sham gap = 7.57 eV
E_tot = -2046.41507 Eh
Energy above the lowest of the compared OMol25 structures with the same formula, charge and spin = 7.42 kcal/mol

=====

Record 6
Molecular formula: C16H33O7Y
Method: DFT, ωB97M-V with the def2-TZVPD basis set

The geometry in ORCA input format:
```
! wB97M-V def2-TZVPD RIJCOSX def2/J DEFGRID3
* xyz 2 1
Y -0.13 -0.04 0.06
C -3.53 -0.36 0.31
C -2.92 -1.70 0.61
O -1.68 -1.47 1.29
C -1.15 -2.59 2.01
C 0.08 -2.11 2.73
O 0.88 -1.41 1.75
C 2.31 -1.47 1.94
C 2.92 -0.49 0.98
O 2.26 -0.54 -0.30
C 2.61 -1.62 -1.18
C 1.51 -2.66 -1.19
O 0.23 -2.02 -1.41
C -0.22 -1.90 -2.78
C -0.11 -0.47 -3.23
O -0.76 0.40 -2.27
C -2.15 0.67 -2.56
C -2.72 1.32 -1.34
O -2.47 0.47 -0.21
H -3.93 0.12 1.20
H -4.32 -0.46 -0.43
H -2.73 -2.28 -0.30
H -3.59 -2.29 1.25
H -0.92 -3.39 1.30
H -1.89 -2.94 2.73
H 0.64 -2.95 3.13
H -0.15 -1.41 3.54
H 2.63 -2.50 1.78
H 2.56 -1.19 2.97
H 3.98 -0.72 0.85
H 2.81 0.54 1.32
H 3.56 -2.06 -0.88
H 2.75 -1.18 -2.17
H 1.43 -3.17 -0.23
H 1.68 -3.41 -1.96
H -1.26 -2.25 -2.79
H 0.36 -2.56 -3.42
H -0.56 -0.35 -4.21
H 0.92 -0.13 -3.28
H -2.66 -0.28 -2.79
H -2.22 1.32 -3.43
H -3.80 1.50 -1.45
H -2.24 2.27 -1.13
C 1.32 3.18 2.30
C 0.72 3.07 0.91
C 1.78 3.27 -0.16
C -0.44 4.03 0.74
O 0.22 1.73 0.72
H 1.63 4.20 2.50
H 2.20 2.55 2.41
H 0.59 2.90 3.07
H 2.22 4.27 -0.11
H 1.35 3.17 -1.16
H 2.59 2.55 -0.05
H -0.12 5.06 0.88
H -1.23 3.82 1.46
H -0.85 3.96 -0.27
*
```

Output
LUMO = -4.768 eV
HOMO level = -15.57 eV
Kohn-Sham gap = 10.81 eV
E_tot = -1194.04917 Eh